Run A
{"formula": "C5H9N", "method": "ωB97M-V with the def2-TZVPD basis set", "species": ["C", "C", "C", "C", "C", "N", "H", "H", "H", "H", "H", "H", "H", "H", "H"], "positions_angstrom": [[1.12, -0.98, -1.38], [0.48, -0.66, -0.04], [0.32, 0.84, 0.27], [-0.90, 1.04, 1.20], [-2.02, 0.26, 0.66], [-2.81, -0.43, 0.17], [2.16, -0.66, -1.47], [1.09, -2.06, -1.54], [0.55, -0.51, -2.19], [1.02, -1.13, 0.78], [-0.51, -1.12, -0.07], [1.20, 1.26, 0.77], [0.17, 1.41, -0.65], [-1.19, 2.09, 1.29], [-0.67, 0.66, 2.20]], "total_charge": 0, "orbital_gap_ev": 12.2, "smiles": "CCCCC#N"}

---

Run B
{"formula": "C5H9N", "method": "ωB97M-V with the def2-TZVPD basis set", "species": ["C", "C", "C", "N", "C", "C", "H", "H", "H", "H", "H", "H", "H", "H", "H"], "positions_angstrom": [[-1.18, 0.71, 0.77], [-1.16, 0.63, -0.77], [-0.20, -0.36, 1.14], [0.72, -0.51, 0.18], [1.95, -1.01, 0.26], [0.23, 0.09, -1.10], [-0.83, 1.71, 1.10], [-2.17, 0.57, 1.22], [-1.94, -0.08, -1.08], [-1.34, 1.59, -1.26], [-0.04, -0.81, 2.11], [2.32, -1.25, 1.25], [2.47, -1.27, -0.65], [0.24, -0.70, -1.87], [0.96, 0.85, -1.39]], "total_charge": 0, "orbital_gap_ev": 7.5}

---

Run C
{"formula": "C5H9N", "method": "ωB97M-V with the def2-TZVPD basis set", "species": ["C", "C", "C", "C", "N", "C", "H", "H", "H", "H", "H", "H", "H", "H", "H"], "positions_angstrom": [[2.11, 0.87, -1.18], [1.59, 0.14, -0.20], [0.16, 0.16, 0.21], [-0.28, 1.06, 1.11], [-0.57, -0.96, -0.18], [-1.95, -1.15, 0.23], [3.14, 0.65, -1.45], [1.66, 1.67, -1.74], [2.24, -0.50, 0.40], [-1.29, 1.11, 1.49], [0.44, 1.79, 1.45], [-0.41, -1.15, -1.16], [-1.99, -1.33, 1.30], [-2.29, -2.07, -0.24], [-2.56, -0.28, -0.03]], "total_charge": 0, "orbital_gap_ev": 9.3, "smiles": "C=CC(=C)NC"}

---

Run D
{"formula": "C5H9N", "method": "ωB97M-V with the def2-TZVPD basis set", "species": ["C", "C", "C", "N", "C", "C", "H", "H", "H", "H", "H", "H", "H", "H", "H"], "positions_angstrom": [[-1.30, 0.78, -0.37], [-1.66, -0.57, 0.18], [-0.51, 0.17, 0.76], [0.81, -0.39, 0.75], [1.33, -0.78, -0.53], [1.89, 0.39, 0.18], [-0.99, 0.83, -1.41], [-1.90, 1.64, -0.07], [-2.58, -0.69, 0.74], [-1.42, -1.42, -0.46], [-0.69, 0.68, 1.70], [1.91, -1.69, -0.57], [0.66, -0.64, -1.36], [1.65, 1.37, -0.22], [2.85, 0.32, 0.69]], "total_charge": 0, "orbital_gap_ev": 10.1, "smiles": "C1CC1N1CC1"}

---

Stability, descending: run A, run C, run B, run D

---

Run A
{"formula": "C5H9N", "method": "ωB97M-V with the def2-TZVPD basis set", "species": ["C", "C", "C", "N", "C", "C", "H", "H", "H", "H", "H", "H", "H", "H", "H"], "positions_angstrom": [[-1.20, 0.70, 0.76], [-1.13, 0.65, -0.78], [-0.23, -0.37, 1.14], [0.71, -0.53, 0.21], [1.91, -1.10, 0.28], [0.28, 0.11, -1.06], [-0.89, 1.70, 1.12], [-2.21, 0.53, 1.14], [-1.89, -0.04, -1.16], [-1.29, 1.62, -1.25], [-0.09, -0.81, 2.12], [2.26, -1.42, 1.25], [2.46, -1.27, -0.63], [0.30, -0.65, -1.85], [1.00, 0.88, -1.30]], "total_charge": 0, "orbital_gap_ev": 7.5}

---

Run B
{"formula": "C5H9N", "method": "ωB97M-V with the def2-TZVPD basis set", "species": ["C", "C", "C", "C", "C", "N", "H", "H", "H", "H", "H", "H", "H", "H", "H"], "positions_angstrom": [[0.04, 0.15, -1.73], [0.60, -1.08, -1.29], [-0.57, -1.03, -0.32], [-0.95, -1.82, 0.69], [0.28, 2.05, 1.30], [-0.95, 0.19, -0.90], [0.51, 0.77, -2.46], [0.60, -1.81, -2.07], [1.69, -1.15, -0.85], [-1.82, -1.60, 1.29], [1.17, 2.59, 1.66], [-0.52, -2.88, 0.96], [0.57, 1.09, 1.18], [-0.23, 2.38, 0.43], [-0.41, 2.16, 2.11]], "total_charge": 0, "orbital_gap_ev": 10.2}

---

Run C
{"formula": "C5H9N", "method": "ωB97M-V with the def2-TZVPD basis set", "species": ["C", "C", "C", "C", "C", "N", "H", "H", "H", "H", "H", "H", "H", "H", "H"], "positions_angstrom": [[-1.83, -0.19, 1.00], [-1.05, 0.55, -0.09], [0.20, -0.21, -0.57], [1.56, 0.33, -0.11], [2.61, -0.51, -0.72], [3.36, -1.21, -1.24], [-1.27, -0.24, 1.94], [-2.79, 0.29, 1.20], [-2.03, -1.22, 0.68], [-0.79, 1.56, 0.25], [-1.72, 0.69, -0.96], [0.13, -1.26, -0.24], [0.22, -0.24, -1.67], [1.68, 0.30, 0.98], [1.72, 1.36, -0.43]], "total_charge": 0, "orbital_gap_ev": 12.3, "smiles": "CCCCC#N"}

---

Stability, descending: run C, run A, run B

---

Run A
{"formula": "C4H4N2O2", "method": "ωB97M-V with the def2-TZVPD basis set", "species": ["C", "C", "C", "C", "N", "N", "O", "O", "H", "H", "H", "H"], "positions_angstrom": [[0.48, 0.76, 0.36], [-1.64, -0.37, -1.05], [1.99, -0.23, -1.22], [-0.14, 0.17, 1.63], [1.31, -0.04, -0.21], [-1.27, 0.74, -1.40], [2.57, -0.81, -2.07], [-1.80, -1.50, -0.96], [0.79, -0.23, 2.33], [-0.65, -0.85, 1.33], [-0.72, 0.89, 2.12], [-0.93, 1.46, -0.87]], "total_charge": 0, "orbital_gap_ev": 7.9}

---

Run B
{"formula": "C4H4N2O2", "method": "ωB97M-V with the def2-TZVPD basis set", "species": ["C", "C", "C", "C", "N", "N", "O", "O", "H", "H", "H", "H"], "positions_angstrom": [[-2.25, 0.02, 1.11], [-0.24, 1.39, 0.89], [-0.50, 0.24, 0.27], [-0.23, -0.80, -0.68], [-2.32, 1.07, 1.75], [-0.06, -0.34, -1.98], [-0.14, -1.96, -0.39], [-1.31, 1.93, 1.72], [-2.84, -0.81, 0.97], [0.51, 2.10, 0.98], [-0.08, 0.57, -2.43], [0.06, -1.24, -2.66]], "total_charge": 0, "orbital_gap_ev": 10.8}

---

Stability, descending: run A, run B